[1]
{
  "formula": "C27H30BNO4",
  "method": "ωB97M-V/def2-TZVPD",
  "homo_lumo_gap_ev": 3.66,
  "lumo_ev": -2.77,
  "homo_energy_ev": -6.429,
  "total_energy_ha": -1426.717593,
  "e_above_lowest_kcal_mol": 440.2,
  "species": ["O", "O", "O", "O", "N", "C", "C", "C", "C", "C", "C", "C", "C", "C", "C", "C", "C", "C", "C", "C", "C", "C", "C", "C", "C", "C", "C", "C", "C", "C", "C", "C", "B", "H", "H", "H", "H", "H", "H", "H", "H", "H", "H", "H", "H", "H", "H", "H", "H", "H", "H", "H", "H", "H", "H", "H", "H", "H", "H", "H", "H", "H", "H"],
  "positions_angstrom": [[-3.48884, 0.48621, -1.66661], [-2.42648, -1.48928, -2.36967], [-1.11505, -5.07250, -0.69942], [-3.38275, -1.34551, -0.06271], [1.68729, 4.31685, -1.71516], [1.63389, -2.39294, 1.94149], [2.45552, -1.13591, 1.41541], [2.91484, -2.11448, 3.91965], [3.11500, 2.58506, -2.56348], [-1.19275, -0.30742, -0.60215], [-3.42736, -5.18272, -1.33420], [-1.13369, -0.83464, -2.23908], [1.65369, 5.01108, -2.96842], [-2.57635, -5.46707, 0.93808], [1.97902, 2.65828, -0.24048], [0.37944, -3.23213, 1.27259], [0.02793, 5.74488, -0.54094], [-2.23432, -0.63168, 0.53991], [0.45577, 3.82539, 1.55125], [2.20568, -2.89123, 3.03378], [-1.42164, -5.26208, 1.64691], [-0.00576, -0.93429, -0.07352], [2.94048, -0.24142, 2.32923], [-2.26622, 1.11080, -1.18637], [-0.49827, -4.50816, 1.02152], [-2.36813, -5.29949, -0.40794], [-0.78120, 5.71154, 0.59423], [2.29020, 3.10204, -1.51185], [-0.52444, 4.82302, 1.64573], [3.25755, -0.80012, 3.60696], [1.19940, 3.72664, 0.36615], [0.96894, 4.71562, -0.61831], [-3.17632, -0.87520, -1.35929], [-4.28483, -5.73368, -0.99916], [-0.38143, -1.54199, -2.49470], [2.69674, -1.11795, 0.32226], [-0.11793, 6.40716, -1.40224], [3.94974, 3.21565, -2.72466], [3.34776, -2.57573, 4.76239], [1.21939, 4.39431, -3.77806], [0.69373, 3.13432, 2.34980], [0.36548, -0.67497, 0.82688], [-1.06331, 0.04132, -2.86286], [2.63266, 2.41020, -3.48310], [3.23036, 0.76730, 2.07464], [1.10359, 5.98060, -2.95495], [0.61350, -1.55105, -0.67386], [-1.58579, 6.42371, 0.67415], [3.48772, 1.67296, -2.19838], [-0.59146, -2.78755, 1.69347], [2.66800, 5.23816, -3.34820], [-1.36504, -5.86156, 2.57474], [-3.80786, -4.16749, -1.38881], [-1.74552, 1.61675, -2.04980], [-1.69185, -1.22910, 1.30166], [0.84261, -3.75489, 0.32023], [-1.09504, 4.91283, 2.58238], [-2.42741, 1.79498, -0.29117], [-3.53093, -5.54857, 1.34750], [2.04013, -3.93448, 3.15127], [-3.30559, -5.48192, -2.36486], [3.72381, -0.14452, 4.34805], [-2.76627, 0.29608, 1.02209]],
  "forces_ev_per_a": [[2.16, 0.21, 1.64], [-0.26, -0.38, 0.30], [1.18, 2.78, 1.33], [1.10, -0.15, -0.62], [-0.52, 1.87, -0.67], [1.68, 0.70, -2.47], [-2.85, -2.73, -0.96], [1.77, 1.64, -0.41], [0.59, -0.68, 0.18], [0.77, -0.25, -2.45], [-2.42, 0.17, -2.26], [-3.24, -0.33, 2.43], [0.38, 0.48, -1.41], [-0.89, -0.84, -2.51], [0.34, 0.27, -0.13], [-0.22, -1.43, -1.18], [-0.28, -0.72, 0.30], [-2.19, 0.14, 0.81], [-0.07, 0.67, -0.31], [-0.74, -0.74, 1.10], [0.96, -0.10, 1.26], [-0.75, 3.17, -2.89], [0.78, -1.65, 0.92], [0.50, 1.69, -0.03], [1.29, -2.53, 1.40], [1.83, -0.11, 2.69], [0.54, 0.57, -0.43], [-1.58, 0.25, 2.25], [0.27, -0.71, 0.78], [-1.27, 0.37, 0.40], [-0.88, -0.87, -0.17], [0.38, -0.32, -0.56], [-0.40, -0.08, -1.14], [-0.42, -0.48, 0.39], [0.70, -0.57, 0.35], [-1.07, 0.76, 0.98], [-0.17, -0.12, 0.63], [0.99, 0.78, -0.36], [0.25, -0.33, 1.07], [-0.15, 0.16, 0.40], [-0.35, -0.02, 0.16], [0.65, 0.43, 3.13], [0.07, 0.17, -0.23], [-0.75, -0.13, -1.25], [0.34, -0.10, -0.39], [0.39, -0.90, 0.34], [0.39, -0.19, -0.58], [-0.12, 0.16, 0.16], [0.65, -1.40, 0.22], [1.61, 1.29, -1.86], [-0.26, 0.03, 0.38], [0.44, 1.56, 0.22], [0.29, 0.50, 0.05], [-0.44, -0.50, 1.20], [-1.12, 0.21, -0.36], [-1.04, 2.77, -0.70], [0.17, -0.06, -0.56], [0.22, -1.01, -1.19], [-1.26, -0.65, 0.75], [-0.32, -0.72, 1.04], [0.71, -0.19, -0.23], [-0.04, -0.39, -0.20], [1.66, -1.44, -0.76]]
}

---

[2]
{
  "formula": "C27H30BNO4",
  "method": "ωB97M-V/def2-TZVPD",
  "homo_lumo_gap_ev": 3.11,
  "lumo_ev": -2.43,
  "homo_energy_ev": -5.539,
  "total_energy_ha": -1427.282307,
  "e_above_lowest_kcal_mol": 85.8,
  "species": ["O", "O", "O", "O", "N", "C", "C", "C", "C", "C", "C", "C", "C", "C", "C", "C", "C", "C", "C", "C", "C", "C", "C", "C", "C", "C", "C", "C", "C", "C", "C", "C", "B", "H", "H", "H", "H", "H", "H", "H", "H", "H", "H", "H", "H", "H", "H", "H", "H", "H", "H", "H", "H", "H", "H", "H", "H", "H", "H", "H", "H", "H", "H"],
  "positions_angstrom": [[-1.84825, -2.79806, 0.70344], [0.09732, -3.89737, -0.39846], [-1.92405, -5.61544, 0.80159], [0.30922, -3.04583, 1.94098], [-1.09439, 3.51876, -2.49191], [3.54102, 1.09089, 0.50532], [-0.51709, 3.21466, 1.02608], [0.54046, -0.24702, -0.34890], [-2.24818, -6.73949, 1.52098], [2.58049, 3.30129, 0.50523], [1.48454, 1.43005, -0.88051], [-1.47212, -1.54207, 0.23641], [-0.45902, 3.06994, -0.36447], [0.76146, -1.80641, 1.51574], [4.48383, 1.49920, 1.45200], [0.00280, 2.70705, -2.57183], [0.56153, 2.32947, -3.88522], [-1.03597, -4.87571, 1.53942], [4.45812, 2.80347, 1.95783], [0.42622, 2.38236, -1.27278], [-3.17422, -7.68584, 0.93072], [-2.36892, 4.62511, -0.63298], [-0.80667, -5.53273, 2.74911], [3.50819, 3.70722, 1.47260], [-1.46598, 4.09302, 1.57013], [-1.40721, 3.77121, -1.16052], [0.55582, -2.68021, -0.90542], [-1.82018, 4.04594, -3.63097], [0.09602, -1.56092, 0.11140], [-1.57822, -6.72823, 2.73152], [-2.37910, 4.79114, 0.76125], [2.52519, 1.96186, 0.07384], [-0.55740, -3.46563, 0.82252], [0.11669, -2.48375, -1.90050], [1.86347, -1.81257, 1.42161], [-3.31428, -8.51461, 1.63441], [-1.17494, 4.67693, -4.25773], [-1.49166, 4.24455, 2.65088], [1.53198, 1.85087, -3.72948], [0.07340, -0.10204, -1.33053], [0.45588, -1.01536, 2.22602], [1.97150, 1.01569, -1.77993], [0.18478, 2.66950, 1.65739], [1.88959, 4.04457, 0.10474], [-2.78728, -8.09538, -0.00978], [5.18308, 3.11911, 2.70946], [-1.63465, -7.48278, 3.50502], [-3.06582, 5.13787, -1.29197], [-2.21887, 3.23613, -4.25770], [-0.08801, 1.62318, -4.42600], [-1.91954, -1.34107, -0.75460], [0.71535, 3.20797, -4.53132], [1.62883, -0.41640, -0.36911], [-3.10247, 5.46539, 1.21899], [-1.77879, -0.75201, 0.94744], [3.58946, 0.07965, 0.09099], [5.23896, 0.79003, 1.79358], [-4.15204, -7.22825, 0.73999], [3.48095, 4.73396, 1.84248], [0.17635, 0.44651, 0.42056], [-2.65289, 4.64943, -3.26274], [-0.15343, -5.17206, 3.53154], [1.65915, -2.69671, -0.97786]],
  "forces_ev_per_a": [[0.77, 1.52, -0.71], [0.34, 1.61, -0.40], [-0.09, -0.99, 0.81], [0.47, 1.61, -0.88], [0.53, -0.35, -0.14], [0.03, 0.20, 0.27], [-0.44, 0.25, 0.06], [-0.01, 1.99, -1.03], [1.36, 0.94, 1.42], [-0.24, 0.00, 0.28], [1.14, 4.03, -2.49], [0.48, -0.08, -0.02], [-0.74, 0.66, -0.03], [-0.53, -0.31, -0.47], [-0.05, -0.01, -0.25], [-0.77, 0.02, 0.64], [0.32, -0.29, -0.35], [0.08, -0.67, 0.61], [-0.28, -0.08, -0.20], [0.45, -1.01, 0.43], [-0.68, -0.80, -0.32], [0.08, -0.06, 0.58], [-0.07, 0.94, -1.38], [0.06, -0.33, -0.34], [0.26, -0.33, -0.09], [0.64, -0.17, 0.45], [-0.31, 0.33, 0.51], [-0.04, 0.10, -0.31], [0.06, -1.18, 0.74], [-0.68, -0.01, -1.18], [0.12, -0.23, -0.61], [0.18, -0.85, 0.58], [-2.20, -7.19, 3.91], [0.15, 0.19, 0.04], [0.01, 0.29, -0.13], [-0.05, 0.09, -0.20], [-0.15, -0.11, 0.22], [-0.02, -0.10, -0.34], [-0.14, 0.05, -0.21], [0.18, -0.01, 0.26], [0.13, 0.17, -0.20], [-0.36, -0.17, 0.63], [-0.23, 0.25, -0.01], [0.11, -0.35, 0.17], [-0.14, 0.02, 0.03], [-0.23, -0.13, -0.20], [-0.08, 0.02, -0.14], [0.07, 0.01, 0.33], [0.08, 0.18, 0.25], [0.13, 0.21, 0.17], [0.13, 0.20, 0.04], [-0.04, -0.27, 0.24], [-0.04, 0.17, -0.14], [0.20, -0.20, -0.13], [0.13, 0.09, -0.19], [-0.04, 0.21, 0.33], [-0.20, 0.23, -0.11], [0.06, -0.11, -0.08], [0.06, -0.31, -0.20], [0.02, 0.00, -0.15], [0.20, -0.15, -0.17], [-0.08, -0.04, -0.12], [-0.05, 0.29, -0.09]]
}